Record 1
The following is a DFT calculation (wB97M-V/def2-TZVPD) of 5 unconnected molecules or ions with the total composition C22H55F3N3O6P in a non-equilibrium geometry.

**Gap between HOMO and LUMO**: 3.68 eV
**Charge**: 0
**Highest occupied orbital energy**: -5.410 eV
**Energy relative to the best compared isomer or geometry (same formula, charge and spin)**: 396.4 kJ/mol
**2S+1**: 1

XYZ file:
```
90
Properties=species:S:1:pos:R:3:forces:R:3:lowdin_charge:R:1
N -15.001 3.456 -14.209 0.0 0.6 -0.7 0.36
H -14.470 4.119 -14.756 0.3 0.9 -0.4 0.16
H -15.834 3.233 -14.734 -0.4 -0.6 -0.5 0.15
H -15.333 3.908 -13.370 0.4 0.0 0.8 0.16
H -14.362 2.680 -14.103 -0.1 -0.7 0.6 0.15
C -10.851 8.204 -17.022 -1.9 -2.8 -1.4 -0.41
O -9.544 7.719 -17.561 -0.5 0.8 0.3 -0.13
O -11.898 7.257 -17.223 2.8 2.5 1.3 -0.31
C -10.632 8.738 -15.546 0.4 -1.1 -1.2 -0.61
F -9.492 9.414 -15.300 0.3 1.0 -0.8 0.11
F -11.668 9.531 -15.274 -0.5 0.9 0.2 0.12
F -10.605 7.838 -14.590 -0.5 -1.9 1.0 0.13
C -9.462 7.511 -18.971 -0.1 -0.9 0.8 -0.30
C -8.205 6.712 -19.246 0.2 -0.8 -0.7 -0.11
H -8.251 5.720 -18.798 -0.1 0.1 0.6 0.07
H -8.198 6.442 -20.302 0.1 0.3 -0.4 0.06
H -7.221 7.127 -19.029 -0.3 0.4 0.3 0.07
H -9.523 8.384 -19.621 0.2 0.8 0.4 0.11
H -10.269 6.884 -19.349 -0.4 -0.1 0.4 0.10
H -11.085 9.141 -17.528 0.1 0.4 -0.5 0.12
C -19.912 1.020 -13.697 -1.9 0.9 0.6 -0.11
C -19.711 0.955 -15.202 1.3 -1.3 1.7 -0.30
N -19.317 2.169 -15.894 -1.5 0.2 -0.7 -0.16
C -19.290 1.804 -17.344 2.0 0.8 0.9 -0.23
C -18.056 0.929 -17.654 -0.2 -0.7 -1.4 -0.09
C -20.368 3.207 -15.736 -0.4 -0.1 0.3 -0.28
C -20.021 4.580 -16.255 0.8 0.8 1.1 -0.09
H -20.910 1.420 -13.519 0.1 0.8 0.3 0.06
H -19.171 1.592 -13.138 0.0 0.1 -0.2 0.08
H -20.072 0.074 -13.178 0.7 -0.5 -0.6 0.07
H -18.871 0.261 -15.173 0.1 -0.1 -1.2 0.10
H -20.568 0.448 -15.646 -0.2 0.0 -0.3 0.12
H -20.232 1.376 -17.687 -0.1 -0.5 0.2 0.12
H -19.228 2.759 -17.868 0.3 -0.2 -0.3 0.09
H -18.012 -0.059 -17.195 -0.5 0.1 0.3 0.06
H -18.061 0.695 -18.718 -0.4 -0.1 -0.3 0.07
H -17.028 1.285 -17.591 -0.3 1.0 0.7 0.06
H -20.660 3.305 -14.691 0.4 -0.1 0.2 0.10
H -21.322 2.945 -16.193 -0.1 -0.7 -0.5 0.11
H -20.891 5.236 -16.211 -0.3 -0.2 -0.8 0.08
H -19.449 4.615 -17.182 -0.5 0.1 -0.1 0.07
H -19.417 5.094 -15.507 0.6 -0.1 0.0 0.06
C -11.226 0.284 -14.952 -0.5 -0.3 0.1 -0.08
C -11.645 -1.089 -14.413 0.0 0.4 -0.4 -0.28
N -12.580 -0.952 -13.275 0.4 -1.6 -0.1 -0.17
C -11.825 -0.685 -12.008 -0.6 -0.5 -0.5 -0.25
C -12.795 -0.286 -10.916 0.0 0.7 0.2 -0.10
C -13.411 -2.213 -13.202 -0.3 0.2 0.6 -0.24
C -12.743 -3.585 -12.894 0.1 0.5 -0.6 -0.08
H -12.109 0.775 -15.361 -0.1 0.1 0.0 0.06
H -10.526 0.202 -15.783 0.2 0.0 0.3 0.08
H -10.857 0.919 -14.146 0.3 0.0 -0.2 0.06
H -12.103 -1.651 -15.227 -0.5 0.2 0.0 0.11
H -10.778 -1.720 -14.218 0.4 0.1 0.6 0.11
H -11.105 0.113 -12.193 -0.2 0.1 -0.1 0.10
H -11.232 -1.552 -11.718 0.1 -0.3 0.0 0.11
H -12.333 0.220 -10.068 0.4 -0.2 0.0 0.07
H -13.387 -1.094 -10.487 0.0 -0.1 -0.3 0.07
H -13.439 0.475 -11.356 -0.4 -0.1 0.1 0.06
H -14.235 -2.060 -12.505 0.2 0.2 0.4 0.09
H -13.974 -2.296 -14.132 0.4 0.1 -0.4 0.10
H -11.881 -3.717 -13.548 0.3 0.0 0.2 0.06
H -12.473 -3.769 -11.854 0.1 0.3 0.0 0.07
H -13.392 -4.412 -13.182 -0.4 0.2 0.0 0.07
C -22.632 4.909 -7.940 0.2 0.5 0.7 -0.07
C -21.791 6.205 -8.177 -0.7 -1.2 0.8 -0.26
O -20.646 5.919 -8.989 2.0 0.3 0.3 -0.20
P -19.119 6.485 -8.624 -2.5 -0.6 0.5 0.52
O -18.076 5.944 -9.516 -0.7 0.6 0.6 -0.24
O -18.957 6.134 -7.030 -1.8 0.6 -2.7 -0.19
C -17.793 6.474 -6.337 1.4 -0.1 0.9 -0.30
C -17.425 5.267 -5.498 0.6 -0.6 -0.1 -0.07
O -19.427 8.070 -8.674 1.3 -1.3 0.7 -0.19
C -19.160 8.766 -9.887 -0.3 1.7 -0.5 -0.27
C -18.957 10.259 -9.529 -0.1 -0.8 -0.7 -0.06
H -22.031 4.034 -7.693 0.3 0.1 -0.3 0.07
H -23.226 5.055 -7.038 -0.1 0.3 0.1 0.07
H -23.374 4.648 -8.695 0.4 0.2 -0.4 0.07
H -22.477 6.948 -8.583 0.5 0.2 -0.6 0.11
H -21.458 6.601 -7.218 0.0 -0.1 0.1 0.10
H -16.991 6.749 -7.022 0.1 -0.2 -0.1 0.12
H -17.937 7.344 -5.696 -0.4 0.1 0.0 0.12
H -17.437 4.361 -6.104 -0.3 0.0 -0.2 0.08
H -16.390 5.280 -5.156 0.0 0.5 0.3 0.08
H -18.088 5.107 -4.648 0.0 0.2 -0.1 0.08
H -18.353 8.340 -10.482 0.1 -0.1 0.4 0.11
H -20.072 8.725 -10.482 0.0 -0.2 -0.2 0.12
H -19.920 10.585 -9.134 0.4 0.3 0.5 0.08
H -18.085 10.433 -8.899 -0.4 -0.1 0.4 0.08
H -18.779 10.866 -10.417 -0.1 -0.2 -0.3 0.07
```
Forces are in eV/Å.

---

Record 2
The following is a DFT calculation (wB97M-V/def2-TZVPD) of a molecular structure, C30H76AsF6MgN3O21 in a non-equilibrium geometry.

**Gap between HOMO and LUMO**: 4.52 eV
**Charge**: 0
**Highest occupied orbital energy**: -7.504 eV
**2S+1**: 1

XYZ file:
```
138
Properties=species:S:1:pos:R:3:forces:R:3:lowdin_charge:R:1
Mg 25.511 -15.634 13.948 1.0 0.0 0.0 1.30
N 25.790 -18.626 17.308 -1.9 -0.1 1.4 -0.68
O 25.383 -17.892 16.358 0.1 1.5 -1.6 -0.14
O 25.315 -18.468 18.424 -0.6 1.4 1.0 -0.02
O 26.505 -19.568 17.137 2.4 -1.7 -1.8 -0.02
As 20.670 -16.698 12.958 0.0 -1.7 0.5 0.90
F 18.987 -17.182 12.652 1.3 0.7 0.8 -0.28
F 20.490 -16.738 14.769 0.1 0.2 -2.4 -0.30
F 22.421 -16.287 13.172 0.1 0.0 0.0 -0.35
F 20.851 -16.689 11.198 0.4 0.1 1.1 -0.29
F 20.412 -14.945 12.930 -0.3 -1.3 0.1 -0.29
F 21.221 -18.456 13.005 -0.8 2.2 -0.1 -0.32
C 21.244 -18.702 6.404 -0.2 -0.5 0.8 0.05
N 22.415 -18.714 7.356 1.4 0.5 -0.8 -0.43
O 22.733 -19.772 7.883 -0.7 1.1 -0.3 0.06
O 23.083 -17.679 7.397 -0.6 -0.9 0.4 0.03
H 20.451 -19.161 6.994 -0.1 -0.1 -0.4 0.10
H 21.555 -19.317 5.560 -0.2 0.0 0.2 0.10
H 20.959 -17.699 6.086 0.4 -0.1 0.3 0.09
C 14.849 -15.942 15.025 0.4 -0.3 -0.1 0.04
N 14.646 -15.167 16.263 -0.8 1.2 0.3 -0.46
O 15.485 -14.347 16.575 0.5 -0.4 -0.1 0.06
O 13.562 -15.245 16.812 0.0 -0.6 0.0 0.05
H 15.870 -16.323 15.021 -0.1 0.1 0.0 0.10
H 14.735 -15.194 14.241 0.0 -0.3 -0.1 0.11
H 14.110 -16.742 14.973 0.1 0.3 0.0 0.09
C 17.341 -27.993 11.987 -0.6 -0.7 1.2 -0.13
O 18.305 -27.113 11.494 -0.4 -0.7 -0.7 -0.15
C 18.423 -26.006 12.318 0.8 1.1 0.6 -0.25
C 19.251 -24.930 11.658 1.8 -0.4 0.1 -0.13
O 20.684 -25.155 12.028 -2.6 -0.5 1.5 -0.19
C 21.595 -24.437 11.294 -0.1 0.8 -1.1 -0.16
H 16.365 -27.520 12.103 -0.3 0.2 -0.5 0.08
H 17.551 -28.335 13.000 0.5 0.2 0.5 0.08
H 17.235 -28.957 11.490 0.3 0.5 -0.9 0.09
H 18.890 -26.263 13.268 0.4 -0.2 0.2 0.13
H 17.491 -25.542 12.641 -0.7 -0.2 -0.5 0.12
H 18.858 -23.951 11.930 0.6 0.3 0.6 0.12
H 19.135 -24.949 10.575 0.2 -0.4 -0.2 0.12
H 21.549 -24.913 10.314 0.6 0.7 -0.7 0.09
H 22.617 -24.412 11.672 -0.1 -0.9 0.4 0.09
H 21.344 -23.377 11.303 -0.3 0.3 -0.6 0.08
C 24.157 -15.026 21.454 -0.1 -1.3 0.2 -0.10
O 23.130 -16.047 21.365 0.6 2.4 -1.3 -0.17
C 21.868 -15.337 21.399 0.8 -0.9 2.2 -0.22
C 20.804 -16.103 20.696 -0.1 -0.7 -0.1 -0.23
O 21.330 -17.423 20.549 -1.6 -0.3 -1.6 -0.17
C 20.553 -18.296 19.641 0.6 1.2 0.7 -0.04
H 25.135 -15.348 21.097 -0.2 -0.7 -0.2 0.08
H 24.301 -14.842 22.519 -0.1 0.9 0.0 0.08
H 23.883 -14.178 20.826 0.0 0.3 0.4 0.07
H 21.887 -14.289 21.099 0.4 0.0 -0.3 0.11
H 21.637 -15.343 22.464 -0.3 0.4 0.3 0.12
H 20.494 -15.511 19.834 0.4 -0.8 -1.1 0.12
H 19.890 -16.059 21.288 -0.2 -0.5 0.4 0.12
H 20.074 -19.060 20.253 -0.3 0.1 -0.2 0.08
H 21.178 -18.774 18.886 0.5 0.1 0.4 0.08
H 19.870 -17.668 19.069 -0.4 -0.2 0.2 0.08
C 17.345 -22.054 15.896 0.3 -0.5 -0.1 -0.11
O 16.134 -22.181 15.148 -1.4 -0.2 1.5 -0.18
C 14.995 -22.761 15.881 1.1 0.7 0.3 -0.17
C 14.475 -22.099 17.178 -0.4 1.1 -1.4 -0.19
O 14.019 -20.742 16.983 -0.9 0.0 -0.7 -0.20
C 12.686 -20.502 16.441 0.4 0.1 1.1 -0.09
H 17.304 -21.928 16.978 -0.9 0.7 0.1 0.08
H 17.920 -21.247 15.443 -0.1 0.0 0.1 0.09
H 17.949 -22.961 15.877 0.0 -0.4 -0.7 0.08
H 15.223 -23.797 16.129 0.1 -0.2 0.0 0.12
H 14.093 -22.775 15.269 0.5 0.1 -0.8 0.11
H 15.170 -22.007 18.013 0.0 -0.4 -0.1 0.12
H 13.616 -22.741 17.374 -0.1 -0.1 0.8 0.12
H 11.907 -20.797 17.144 0.1 -0.7 0.2 0.08
H 12.435 -20.903 15.459 0.5 -0.3 -0.1 0.08
H 12.506 -19.427 16.422 0.7 0.1 -0.3 0.08
C 17.828 -10.835 9.651 0.4 -0.9 1.0 -0.15
O 17.558 -9.765 8.840 -1.3 1.4 -1.4 -0.17
C 16.252 -9.209 8.978 -0.3 0.7 -0.2 -0.18
C 15.952 -8.070 7.945 -0.4 -1.3 1.7 -0.21
O 16.798 -6.989 8.058 1.9 -0.1 0.4 -0.17
C 16.919 -6.351 6.849 0.6 1.6 -0.8 -0.15
H 17.953 -10.511 10.684 0.1 0.0 0.3 0.09
H 18.750 -11.308 9.312 0.1 0.2 0.0 0.09
H 17.076 -11.624 9.665 -0.4 0.0 -0.3 0.09
H 16.033 -8.878 9.993 0.6 0.5 0.3 0.12
H 15.451 -9.940 8.868 0.1 -0.6 -0.6 0.12
H 15.020 -7.572 8.215 -1.0 -1.1 -0.3 0.13
H 15.946 -8.528 6.956 0.0 0.2 -0.2 0.12
H 15.969 -5.949 6.499 -0.4 -0.1 -0.2 0.09
H 17.385 -6.937 6.057 -0.1 -0.5 0.0 0.09
H 17.571 -5.486 6.971 0.0 0.0 0.2 0.09
C 25.492 -13.502 11.039 -1.4 1.7 1.4 -0.06
O 25.962 -14.666 11.724 0.8 -0.2 -1.3 -0.22
C 26.991 -15.276 10.911 2.0 0.3 1.1 -0.19
C 26.792 -16.742 10.835 -1.9 0.6 -1.1 -0.20
O 26.290 -17.187 12.069 -0.6 -0.5 1.6 -0.23
C 25.670 -18.501 12.003 0.1 -0.9 -0.3 -0.02
H 26.117 -13.011 10.294 0.5 -0.8 0.0 0.10
H 25.399 -12.761 11.833 -0.2 0.3 -0.1 0.09
H 24.488 -13.630 10.633 0.1 -0.4 -0.1 0.11
H 27.964 -15.047 11.346 0.1 0.2 0.6 0.13
H 27.119 -14.868 9.908 -0.8 0.1 0.0 0.14
H 27.650 -17.260 10.408 0.1 -0.2 0.5 0.15
H 25.982 -16.757 10.106 -0.3 -1.0 -0.2 0.14
H 24.778 -18.610 11.387 0.0 1.0 -0.4 0.11
H 25.317 -18.870 12.966 0.6 0.5 0.4 0.10
H 26.406 -19.185 11.580 0.1 -0.1 0.3 0.10
C 28.869 -15.717 14.964 -0.2 0.9 1.4 -0.01
O 27.693 -14.818 15.046 0.8 -2.0 -1.1 -0.26
C 27.969 -13.580 15.672 -0.7 0.8 -0.8 -0.18
C 26.663 -13.143 16.340 0.4 -1.2 0.3 -0.13
O 25.531 -13.596 15.540 1.5 0.5 -0.5 -0.24
C 24.329 -13.154 16.099 -1.9 -0.2 0.1 -0.09
H 29.731 -15.233 14.505 -0.3 0.1 -0.5 0.09
H 28.655 -16.690 14.522 -0.4 0.4 -0.1 0.10
H 29.146 -15.855 16.009 0.1 -0.5 0.0 0.10
H 28.297 -12.869 14.913 -0.5 0.2 -0.5 0.13
H 28.858 -13.517 16.299 -0.3 -0.9 0.8 0.14
H 26.725 -12.079 16.569 -0.6 0.2 -0.5 0.14
H 26.480 -13.644 17.291 0.5 -0.1 0.2 0.14
H 23.584 -13.831 15.683 -0.4 0.3 0.1 0.10
H 24.064 -12.120 15.878 0.3 0.1 -0.4 0.10
H 24.246 -13.242 17.183 0.5 -0.3 0.1 0.10
C 13.362 -19.131 7.481 1.2 1.4 1.3 -0.06
O 14.280 -18.373 8.360 -0.3 -1.0 -1.1 -0.22
C 14.449 -18.800 9.713 -0.3 -0.1 -1.5 -0.21
C 14.985 -20.213 9.972 -0.8 0.3 -1.6 -0.17
O 14.095 -21.249 9.485 -0.7 0.9 0.1 -0.22
C 14.448 -22.591 9.747 1.5 0.7 0.0 -0.11
H 13.787 -20.105 7.239 -0.4 -0.1 0.2 0.08
H 13.313 -18.518 6.581 -0.1 -0.1 0.0 0.08
H 12.405 -19.126 8.003 -0.2 -0.6 -0.3 0.08
H 13.517 -18.615 10.248 0.0 0.0 0.4 0.12
H 15.251 -18.112 9.981 -0.2 -0.1 0.8 0.13
H 15.147 -20.135 11.047 0.3 -1.1 0.2 0.13
H 15.872 -20.283 9.342 0.6 -0.2 0.6 0.13
H 14.324 -22.754 10.818 -0.1 -0.7 -0.1 0.09
H 15.482 -22.750 9.443 0.7 0.2 0.6 0.08
H 14.022 -23.321 9.059 -1.2 0.4 0.4 0.09
```
Forces are in eV/Å.

---

no.,E_tot (eV)
1,-57899.1042
2,-162377.4400